(1)
{
  "formula": "C3H9N4",
  "method": "ωB97M-V/def2-TZVPD",
  "elements": ["C", "C", "C", "N", "N", "N", "N", "H", "H", "H", "H", "H", "H", "H", "H", "H"],
  "coordinates": [[0.324275, 1.368181, 1.864564], [-1.178583, -0.222054, 0.678277], [0.603907, 0.494348, -0.962558], [1.022182, 2.293449, 2.158840], [-0.336343, 0.311352, 1.765742], [0.556526, -1.711297, -0.264879], [-0.301774, -0.615699, -0.518536], [-1.620910, -1.184222, 1.203054], [-1.941760, 0.527669, 0.340719], [0.133508, 1.317898, -1.380289], [1.253713, 0.927294, -0.168086], [1.339628, 0.024350, -1.749468], [0.941600, 3.191227, 2.708494], [1.256856, -1.633687, 0.462530], [-0.077171, -2.557265, -0.212280], [-1.092645, -0.900132, -1.333523]],
  "forces_ev_per_a": [[1.59, -0.29, -1.24], [0.66, -0.44, 3.27], [3.15, -1.55, -1.31], [1.49, 3.66, 0.43], [-4.47, -3.29, -0.82], [-2.05, -2.77, -1.31], [-1.44, 0.40, -1.14], [0.60, 1.84, -1.85], [0.57, -0.67, 0.20], [-1.52, 1.25, -0.88], [-0.73, -0.98, -0.03], [-1.67, 0.91, 1.44], [-0.15, -0.45, 0.49], [-0.50, 0.58, 0.28], [1.56, 1.11, 0.39], [2.91, 0.68, 2.06]],
  "total_charge": 1,
  "s2": 2.01,
  "gap_ev": [4.94, 7.39],
  "spin_multiplicity": 3,
  "de_lowest_ev": 5.159
}

=====

(2)
{
  "formula": "C25H31BF12KLiN2O14PRb",
  "method": "ωB97M-V/def2-TZVPD",
  "elements": ["C", "C", "C", "C", "C", "C", "P", "O", "O", "O", "C", "C", "N", "C", "C", "O", "N", "C", "C", "O", "H", "H", "H", "H", "H", "H", "H", "H", "H", "H", "H", "H", "H", "H", "H", "H", "H", "H", "H", "H", "H", "H", "H", "Rb", "F", "B", "O", "C", "O", "C", "O", "O", "F", "F", "Li", "K", "C", "C", "C", "O", "C", "C", "C", "O", "O", "O", "H", "H", "H", "H", "C", "C", "C", "F", "F", "F", "F", "O", "C", "C", "F", "F", "F", "F", "H", "H", "H", "H", "F"],
  "coordinates": [[-2.865918, 5.281128, -0.811776], [-2.218676, 4.362223, -0.081880], [-1.285887, 3.302927, -0.770470], [0.001949, 3.189157, 0.262020], [0.299254, 1.618914, -0.038899], [1.102765, 1.674228, -1.457884], [2.220165, 0.265782, -1.812523], [2.773549, -0.426235, -0.599428], [3.489244, 0.867662, -2.601884], [1.480674, -0.792558, -2.959698], [-1.230134, 1.073643, -0.049204], [-1.052159, -0.399781, -0.445012], [-0.048814, -1.083435, 0.423627], [-2.071820, 1.260841, 1.226586], [-3.543810, 0.851642, 1.052516], [-3.811492, -0.266119, 0.751676], [-4.591087, 1.766977, 1.310329], [-4.812640, 2.693177, 0.167975], [-5.861761, 1.032098, 1.501283], [-1.816572, 1.984218, -1.015670], [-2.274550, 5.843586, -1.541324], [-3.944857, 5.388602, -0.676267], [-2.371506, 4.352194, 1.002434], [-0.978939, 3.779130, -1.771616], [-0.233068, 3.357206, 1.315323], [0.818860, 3.949355, 0.004762], [0.969897, 1.229171, 0.730297], [1.757568, 2.628341, -1.491735], [0.391154, 1.759538, -2.367970], [3.377032, 0.754249, -3.561371], [1.318582, -1.677103, -2.560008], [-0.674714, -0.401951, -1.517826], [-1.968979, -0.999537, -0.425345], [-0.060870, -0.747344, 1.379071], [-0.121599, -2.109801, 0.367241], [-2.046518, 2.266434, 1.648915], [-1.664686, 0.581064, 1.995137], [-5.796080, 2.513568, -0.283416], [-4.840470, 3.723195, 0.548046], [-4.060049, 2.626039, -0.617707], [-5.793920, 0.317881, 2.321923], [-6.186847, 0.539437, 0.572192], [-6.625718, 1.791508, 1.708454], [1.104587, -2.427504, -1.043612], [-0.438359, 5.679295, -2.087157], [-4.167113, -1.707977, 4.850042], [-4.881326, -0.479804, 4.499056], [-5.971263, -0.394686, 5.274160], [-6.767785, 0.488671, 5.241353], [-6.014666, -1.603725, 6.181987], [-6.842620, -1.854546, 6.994747], [-4.938279, -2.371021, 5.914004], [-2.875600, -1.425837, 5.301004], [-4.086753, -2.586599, 3.717871], [-3.420333, -4.202538, 4.838354], [0.794515, 3.981921, -1.687643], [5.958473, 7.259809, 2.687905], [5.332809, 6.121647, 2.371224], [3.956042, 6.119944, 1.780380], [3.440649, 5.050886, 1.493118], [3.291637, 7.397869, 1.579424], [3.915097, 8.539943, 1.899182], [5.303724, 8.544712, 2.465589], [5.829245, 9.608442, 2.720895], [3.341230, 9.725611, 1.732680], [5.898053, 4.927299, 2.561901], [6.952325, 7.273698, 3.112571], [2.291482, 7.381923, 1.168322], [3.996687, 10.383793, 2.036055], [5.245036, 4.272379, 2.252555], [3.439175, -9.382716, -4.252308], [2.035925, -9.976861, -4.150047], [0.913594, -9.088346, -4.667800], [0.816707, -7.925053, -3.966325], [-0.286751, -9.729130, -4.525842], [1.795224, -10.370769, -2.859640], [2.024181, -11.110932, -4.893001], [3.984014, -8.779982, -3.049036], [3.664564, -7.487842, -2.782487], [2.863165, -7.358074, -1.490954], [1.709854, -8.042788, -1.544268], [2.536245, -6.041072, -1.281224], [3.031814, -6.915155, -3.820237], [4.837985, -6.808735, -2.620646], [4.106625, -10.218715, -4.448377], [3.536615, -8.731145, -5.133017], [1.067113, -8.862676, -5.726154], [3.436416, -7.722030, -0.636702], [3.093489, -8.872814, -6.838757]],
  "forces_ev_per_a": [[-0.08, -0.08, -0.28], [0.15, -1.27, -0.84], [0.70, 3.32, 1.94], [-0.61, -1.89, 0.08], [0.30, 3.00, 0.38], [-0.22, -1.88, -0.46], [1.72, -0.74, 0.57], [-1.31, 0.60, -1.51], [-1.56, -0.34, -0.61], [0.80, 1.47, 1.39], [1.63, 1.11, -0.31], [-0.65, -0.84, -1.36], [-1.36, 1.31, 1.48], [0.42, -0.22, 0.75], [-0.28, 1.37, -0.09], [0.22, -2.42, -0.26], [0.02, -0.58, -0.70], [-0.04, 1.09, 0.37], [-0.36, 0.40, 0.02], [0.52, -0.52, 0.32], [-0.62, -0.95, -0.98], [0.43, 1.39, 0.92], [-0.79, -1.21, -0.30], [-3.07, -1.08, 1.78], [-0.38, -0.23, -0.30], [-1.73, -1.92, 3.89], [-0.20, -0.26, -0.25], [0.65, -5.17, 0.63], [0.94, -0.27, 1.44], [0.35, 0.15, 0.05], [0.95, 2.95, -3.87], [-0.39, 0.05, 0.98], [-0.14, 0.64, -0.11], [-0.29, -0.27, 0.01], [-2.13, 1.92, 2.42], [0.23, -0.09, -0.32], [-0.34, 0.22, 0.02], [0.27, -0.21, 0.08], [0.07, -0.22, -0.20], [-0.07, -0.10, 0.26], [0.01, 0.17, -0.14], [0.25, -0.14, 0.27], [0.21, -0.21, 0.28], [2.62, -6.00, 0.26], [-0.31, 0.74, -0.39], [0.14, 1.26, 0.03], [-0.10, -0.57, 0.28], [0.19, 0.94, -0.80], [-0.13, -0.05, 0.11], [-0.23, -0.80, 0.73], [-0.06, 0.00, 0.02], [0.26, -0.25, -0.42], [0.01, -0.61, -0.30], [0.50, -0.90, 0.49], [-0.55, 0.93, -0.16], [3.57, 7.01, -7.30], [-0.01, 0.25, 0.00], [0.51, -0.05, 0.23], [-0.49, 0.49, -0.16], [0.19, -0.29, 0.00], [0.00, -0.39, -0.03], [-0.56, 0.04, -0.22], [0.50, -0.37, 0.20], [-0.27, 0.22, -0.09], [0.49, -0.02, 0.19], [-0.45, 0.01, -0.20], [0.00, -0.02, -0.01], [0.01, 0.05, -0.01], [-0.06, 0.07, -0.03], [0.06, -0.05, 0.02], [0.85, -0.05, -0.42], [0.61, -0.01, 0.39], [-0.52, -0.07, -0.80], [-0.21, -0.19, 0.09], [0.05, -0.06, 0.21], [-0.25, 0.08, 0.03], [-0.18, 0.09, -0.08], [-0.86, 0.15, 0.64], [0.63, -0.89, -1.38], [-0.12, -0.26, 0.35], [0.09, 0.16, 0.05], [0.01, 0.36, 0.09], [0.08, 0.61, 0.45], [-0.12, 0.31, 0.44], [-0.05, -0.04, 0.13], [-0.36, -0.16, -0.27], [0.39, -0.04, 0.03], [0.13, 0.11, -0.06], [-0.26, 0.18, 0.23]],
  "total_charge": 0,
  "gap_ev": 4.07
}